ORCA calculation (ωB97M-V with the def2-TZVPD basis set) on a molecular structure, C14H17BeN5O4PSe4.

Kohn-Sham gap: 6.21 eV
Relative energy (zero: lowest compared OMol25 entry of this formula, charge and spin): 0.0 kcal per mole
Net charge: +1
F_max: 0.21 eV/A

The geometry in XYZ format:
```
46
Properties=species:S:1:pos:R:3:lowdin_charge:R:1
Be 0.17787 -0.81983 1.39971 -0.2068
O 6.25135 -0.05718 4.20796 0.0924
N 5.87495 0.92494 3.59943 -0.3386
O 6.46232 1.97924 3.53767 0.1120
C 4.60591 0.80607 2.85124 -0.0544
C 4.46417 1.61400 1.77900 0.0933
C 3.29539 1.53927 0.95434 -0.1057
C 3.04129 2.34379 -0.17291 0.0381
C 1.86775 2.17032 -0.86113 0.0029
C 0.94511 1.19938 -0.44144 -0.0612
N 1.17295 0.43684 0.61105 0.0989
C 2.32469 0.60726 1.29046 -0.1107
C 2.47907 -0.23014 2.43879 -0.1038
N 1.43178 -1.05184 2.66211 0.0701
C 1.43978 -1.81001 3.74037 -0.0569
C 2.51140 -1.78932 4.63826 -0.0004
C 3.59379 -0.97561 4.40515 0.0459
C 3.60421 -0.15273 3.25870 -0.0414
H 5.24978 2.32041 1.54772 0.1410
H 3.76252 3.09042 -0.48034 0.1329
H 1.63339 2.77782 -1.72337 0.1209
H 0.01431 1.03533 -0.96576 0.0533
H 0.56750 -2.43141 3.90100 0.1303
H 2.47660 -2.41437 5.51864 0.1215
H 4.42345 -0.96255 5.09314 0.1178
Se -1.59818 -0.14894 2.44573 0.2101
Se -3.06755 -0.46547 0.65548 -0.0455
Se -3.92484 1.64976 0.24458 0.0154
Se -2.46845 2.66873 -1.25561 0.2679
N 1.39245 -5.14090 -1.19274 0.1176
C 0.13251 -4.54190 -0.62954 -0.1516
P 0.34456 -2.70748 -0.88689 0.5236
O 1.75424 -2.65357 -1.41038 -0.3182
O -0.00829 -2.06768 0.43851 -0.3072
C -0.85711 -2.17463 -2.12982 -0.3188
N -0.44593 -0.84126 -2.55455 -0.0155
H 1.86933 -5.75734 -0.53974 0.1601
H 1.97459 -4.25899 -1.40015 0.1012
H 1.23226 -5.65363 -2.05660 0.1611
H 0.08020 -4.75412 0.43493 0.1046
H -0.74021 -4.96836 -1.11769 0.1067
H -1.82528 -2.10686 -1.63007 0.0629
H -0.93582 -2.91614 -2.93607 0.0957
H -1.19121 -0.36843 -3.04905 0.0790
H 0.36734 -0.88903 -3.15552 0.0799
H -3.11739 2.19685 -2.48604 -0.2202
```